Formula: C68H67Cl2N6O6Re
Source: OMol25
Level of theory: wB97M-V/def2-TZVPD

## Properties
HOMO energy (alpha / beta) (eV): -5.19 / -5.18
2S+1: 2
Energy (hartree): -4410.15429
Gap between HOMO and LUMO (alpha / beta) (eV): 5.8 / 6.2
Charge: -1

Element x y z (Å)
Re 0.549 0.156 -0.601
C 1.719 3.911 -4.680
C 2.277 3.262 -3.401
C 1.337 3.577 -2.251
C 2.560 1.807 -3.734
C 3.732 1.633 -4.479
C 4.094 0.422 -5.024
C 3.247 -0.661 -4.865
C 2.086 -0.548 -4.117
C 1.138 -1.734 -4.071
C 1.834 -3.097 -4.140
C 0.167 -1.633 -5.260
C 1.764 0.681 -3.484
N 0.620 0.632 -2.610
C -0.598 0.840 -3.211
O -0.766 1.425 -4.263
C -1.697 0.102 -2.506
C -2.951 0.161 -3.036
C -4.126 -0.620 -2.743
C -4.181 -1.801 -2.104
C -2.129 -1.442 -0.714
N -1.224 -0.589 -1.432
C -1.355 -2.389 0.150
O -1.927 -3.587 0.223
N -0.244 -2.104 0.686
C 0.408 -3.097 1.475
C 0.071 -3.283 2.824
C 0.764 -4.239 3.556
C 1.764 -4.999 2.979
C 2.059 -4.833 1.640
C 1.374 -3.905 0.867
C 1.641 -3.830 -0.623
C 3.026 -3.200 -0.906
C 1.511 -5.221 -1.254
C -1.100 -2.576 3.472
C -2.296 -3.534 3.539
C -0.792 -2.070 4.879
H 1.516 4.970 -4.508
H 2.420 3.820 -5.512
H 0.789 3.414 -4.954
H 3.246 3.722 -3.177
H 0.304 3.568 -2.579
H 1.426 2.887 -1.422
H 1.551 4.579 -1.875
H 4.364 2.499 -4.637
H 5.010 0.327 -5.593
H 3.492 -1.605 -5.333
H 0.580 -1.687 -3.132
H 2.147 -3.329 -5.160
H 1.131 -3.872 -3.832
H 2.704 -3.139 -3.486
H 0.738 -1.635 -6.191
H -0.415 -0.716 -5.229
H -0.514 -2.486 -5.270
H -3.055 0.920 -3.803
H -5.053 -0.216 -3.137
H -5.131 -2.288 -1.922
H 0.505 -4.405 4.594
H 2.292 -5.741 3.565
H 2.824 -5.445 1.178
H 0.877 -3.191 -1.071
H 3.567 -3.037 0.025
H 2.909 -2.232 -1.391
H 3.626 -3.846 -1.549
H 2.328 -5.874 -0.944
H 1.536 -5.147 -2.342
H 0.570 -5.689 -0.957
H -1.384 -1.723 2.849
H -2.063 -4.389 4.177
H -2.556 -3.908 2.553
H -3.167 -3.021 3.954
H -0.687 -2.896 5.584
H -1.605 -1.437 5.220
H 0.126 -1.488 4.899
Cl -1.820 1.283 6.665
C -2.088 2.559 5.528
C -3.228 3.336 5.666
C -3.413 4.416 4.822
C -2.443 4.755 3.897
C -1.306 3.971 3.770
Cl -0.060 4.454 2.689
C -1.135 2.813 4.540
N -0.052 1.916 4.340
C 1.252 2.381 4.501
C 1.488 3.585 5.167
C 2.770 4.076 5.321
C 3.847 3.368 4.820
C 3.628 2.138 4.223
C 2.352 1.607 4.067
C 2.248 0.179 3.567
C 1.799 -0.231 2.142
O 2.335 -1.227 1.687
O 0.886 0.440 1.487
H -3.946 3.093 6.436
H -4.309 5.018 4.904
H -2.559 5.625 3.267
H -0.148 1.376 3.486
H 0.646 4.148 5.549
H 2.924 5.021 5.826
H 4.852 3.759 4.910
H 4.476 1.564 3.868
H 1.594 -0.372 4.246
H 3.240 -0.265 3.639
C 2.785 0.285 -0.738
C 3.425 1.606 -0.474
C 3.020 2.465 0.556
C 3.685 3.644 0.823
C 4.800 4.002 0.063
C 5.199 3.179 -0.991
C 4.519 2.007 -1.249
C 5.532 5.185 0.372
N 6.147 6.122 0.632
H 3.081 -0.407 0.054
H 3.175 -0.111 -1.676
H 2.154 2.221 1.152
H 3.347 4.297 1.616
H 6.045 3.469 -1.601
H 4.844 1.371 -2.062
C -3.083 -5.038 -1.272
C -3.116 -3.658 -0.629
C -4.315 -3.573 0.275
C -4.640 -2.510 1.017
C -4.086 -1.185 0.980
C -3.128 -0.652 0.180
N -2.940 0.696 0.136
C -3.833 1.719 -0.142
C -5.219 1.613 0.005
C -6.039 2.684 -0.303
C -5.503 3.867 -0.790
C -4.134 3.960 -0.977
C -3.283 2.909 -0.659
C -1.792 3.106 -0.971
O -1.472 4.170 -1.480
O -0.999 2.133 -0.664
C -2.933 -2.460 -1.611
C -2.071 -2.893 -2.807
H -3.228 -5.784 -0.491
H -2.118 -5.232 -1.734
H -3.880 -5.131 -2.009
H -4.874 -4.492 0.403
H -5.464 -2.626 1.714
H -4.557 -0.478 1.652
H -2.001 1.026 -0.132
H -5.655 0.682 0.333
H -7.109 2.589 -0.162
H -6.147 4.704 -1.024
H -3.684 4.851 -1.395
H -1.897 -2.052 -3.468
H -2.589 -3.661 -3.378
H -1.104 -3.282 -2.475

Formula: C68H78N6O10
Source: OMol25
Level of theory: wB97M-V/def2-TZVPD

## Properties
HOMO energy (alpha / beta) (eV): -1.45 / -5.11
2S+1: 2
Energy (hartree): -3718.42157
Gap between HOMO and LUMO (alpha / beta) (eV): 2.2 / 5.9
Charge: -1

Element x y z (Å)
C -1.870 0.189 1.028
C -0.942 -0.478 0.032
C -0.202 0.507 -0.885
O 0.464 -0.292 -1.852
C 1.130 0.354 -2.907
N 0.021 -1.112 0.882
H -1.428 0.803 1.813
H -2.406 -0.582 1.581
H -2.728 0.800 0.746
H -1.494 -1.188 -0.584
H 0.523 1.162 -0.403
H -0.866 1.190 -1.415
H 1.806 1.111 -2.508
H 0.431 0.821 -3.601
H 1.713 -0.379 -3.465
H -0.414 -1.916 1.310
H 0.775 -1.534 0.359
C 3.287 -2.062 -1.024
C 2.590 -3.347 -1.532
C 3.127 -4.721 -1.006
O 2.408 -5.664 -1.784
C 2.856 -7.011 -1.848
N 1.150 -3.419 -1.109
H 3.323 -1.978 0.062
H 2.889 -1.114 -1.387
H 4.353 -2.134 -1.239
H 2.646 -3.344 -2.621
H 2.956 -4.937 0.049
H 4.198 -4.796 -1.190
H 3.829 -7.166 -2.314
H 2.295 -7.523 -2.630
H 2.706 -7.564 -0.921
H 0.689 -2.769 -1.729
H 0.701 -4.304 -1.296
C -3.408 -6.584 2.476
C -4.031 -5.678 3.280
C -3.882 -4.317 3.028
C -3.027 -3.918 1.968
C -2.256 -4.870 1.281
C -2.454 -6.219 1.567
H -3.646 -7.630 2.599
H -4.812 -6.010 3.949
H -4.499 -3.600 3.549
H -2.929 -2.885 1.667
H -1.543 -4.623 0.508
H -1.932 -6.946 0.962
C 4.777 2.229 -1.713
C 5.392 3.073 -2.620
C 4.707 4.082 -3.250
C 3.423 4.310 -2.864
C 2.788 3.530 -1.975
C 3.446 2.506 -1.373
H 5.318 1.393 -1.295
H 6.419 2.849 -2.867
H 5.222 4.748 -3.927
H 2.892 5.095 -3.382
H 1.746 3.656 -1.719
H 3.036 1.840 -0.628
C 2.502 -5.154 4.455
C 2.290 -4.908 3.122
C 1.233 -4.036 2.674
C 0.506 -3.346 3.615
C 0.710 -3.598 4.983
C 1.683 -4.476 5.363
H 3.193 -5.918 4.780
H 2.800 -5.429 2.325
H 0.985 -3.889 1.633
H -0.201 -2.601 3.283
H 0.071 -3.072 5.677
H 1.944 -4.643 6.397
C 1.027 4.530 1.563
C 0.164 3.439 1.653
C -1.158 3.708 1.754
C -1.639 4.995 1.919
C -0.794 6.077 1.697
C 0.560 5.834 1.556
H 2.081 4.318 1.464
H 0.612 2.458 1.607
H -1.889 2.921 1.864
H -2.648 5.279 2.183
H -1.240 7.061 1.711
H 1.171 6.710 1.393
C -5.105 -1.509 -3.599
C -4.460 -2.335 -2.724
C -3.049 -2.269 -2.609
C -2.333 -1.369 -3.356
C -2.982 -0.501 -4.226
C -4.399 -0.570 -4.325
H -6.178 -1.400 -3.552
H -4.970 -3.076 -2.126
H -2.480 -2.901 -1.943
H -1.265 -1.268 -3.238
H -2.330 0.233 -4.676
H -4.923 0.063 -5.026
C -3.301 4.383 -4.089
C -3.720 4.637 -2.762
C -2.745 4.572 -1.752
C -1.464 4.064 -1.961
C -1.162 3.681 -3.272
C -2.014 3.837 -4.380
H -4.140 4.605 -4.731
H -4.729 4.983 -2.589
H -3.063 4.906 -0.776
H -0.797 4.090 -1.111
H -0.163 3.325 -3.474
H -1.740 3.576 -5.392
C -5.163 -0.245 0.010
C -5.631 -0.009 1.331
C -5.725 1.231 1.885
C -5.311 2.368 1.145
C -4.817 2.138 -0.212
C -4.812 0.869 -0.787
N -5.296 3.718 1.751
O -5.365 4.705 1.002
O -5.162 3.767 2.947
H -4.853 -1.253 -0.219
H -5.907 -0.912 1.856
H -6.145 1.339 2.874
H -4.498 2.961 -0.835
H -4.313 0.701 -1.730
C -0.088 2.249 5.033
C -1.319 2.885 4.835
C -2.456 2.137 4.597
C -2.414 0.775 4.464
C -1.210 0.145 4.641
C -0.003 0.846 4.988
N -3.687 -0.033 4.240
O -4.659 0.547 4.599
O -3.671 -1.182 3.837
H 0.763 2.866 5.282
H -1.382 3.959 4.931
H -3.382 2.690 4.527
H -1.143 -0.927 4.533
H 0.985 0.412 5.049
C 3.601 -1.025 4.187
C 4.608 -0.496 5.002
C 5.221 0.654 4.613
C 4.879 1.323 3.415
C 3.834 0.780 2.625
C 3.179 -0.378 3.011
N 5.496 2.671 3.081
O 6.457 3.028 3.760
O 4.994 3.386 2.242
H 3.259 -2.037 4.343
H 4.965 -1.032 5.868
H 5.927 1.129 5.278
H 3.563 1.302 1.719
H 2.420 -0.774 2.352
C 4.790 -0.020 -5.854
C 4.549 1.282 -5.374
C 3.339 1.896 -5.602
C 2.234 1.158 -6.155
C 2.453 -0.177 -6.482
C 3.701 -0.776 -6.433
N 0.869 1.741 -6.289
O 0.107 1.263 -7.086
O 0.665 2.700 -5.560
H 5.814 -0.365 -5.855
H 5.330 1.985 -5.125
H 3.172 2.944 -5.402
H 1.657 -0.776 -6.898
H 3.865 -1.788 -6.774